Record 1
Density functional theory data (wB97M-V/def2-TZVPD) for C16H24FN3O4S in the gas phase in a non-equilibrium geometry.

Last columns: bonded neighbours and bond lengths (Å).
Geometry (Å):
1 C -0.53960 -1.94148 2.67010  H2 1.086, H3 1.086, H4 1.087, C5 1.524
2 H -0.53987 -2.93488 2.23012  C1 1.086
3 H -1.49335 -1.46910 2.45400  C1 1.086
4 H -0.42543 -2.03288 3.74713  C1 1.087
5 C 0.59372 -1.09393 2.10391  C1 1.524, N6 1.443, H48 1.091, H49 1.101
6 N 0.46540 -0.90912 0.67808  C5 1.443, S7 1.648, C21 1.446
7 S 0.76389 0.57647 0.02999  N6 1.648, O8 1.431, O9 1.437, C10 1.796
8 O 0.33593 1.56834 0.96820  S7 1.431
9 O 0.20516 0.58447 -1.29384  S7 1.437
10 C 2.55158 0.65322 -0.12023  S7 1.796, C11 1.383, C15 1.383
11 C 3.30244 0.97033 0.99706  C10 1.383, C12 1.384, H20 1.078
12 C 4.68375 0.96516 0.91687  C11 1.384, C13 1.386, H19 1.078
13 C 5.27469 0.63465 -0.29247  C12 1.386, C14 1.385, F18 1.344
14 C 4.53223 0.32169 -1.41928  C13 1.385, C15 1.384, H17 1.078
15 C 3.15117 0.33263 -1.32403  C10 1.383, C14 1.384, H16 1.078
16 H 2.52960 0.11735 -2.17846  C15 1.078
17 H 5.03382 0.08054 -2.34280  C14 1.078
18 F 6.61573 0.62260 -0.37568  C13 1.344
19 H 5.30127 1.21296 1.76538  C12 1.078
20 H 2.79667 1.23731 1.91072  C11 1.078
21 C 0.60623 -2.06361 -0.18065  N6 1.446, H22 1.094, H23 1.092, C24 1.541
22 H 1.22373 -2.82870 0.29909  C21 1.094
23 H 1.07839 -1.74897 -1.11312  C21 1.092
24 C -0.78568 -2.64375 -0.49915  C21 1.541, O25 1.214, N26 1.339
25 O -1.11503 -3.77186 -0.19571  C24 1.214
26 N -1.54647 -1.75738 -1.15387  C24 1.339, H27 1.016, C28 1.441
27 H -1.18903 -0.81159 -1.24976  N26 1.016
28 C -2.97474 -1.88510 -1.30048  N26 1.441, C29 1.542, H46 1.092, H47 1.093
29 C -3.68838 -0.97291 -0.28172  C28 1.542, N30 1.449, H44 1.092, H45 1.102
30 N -2.98764 0.29194 -0.19367  C29 1.449, C31 1.453, C35 1.450
31 C -3.23008 1.22677 -1.27918  N30 1.453, C32 1.535, H42 1.090, H43 1.094
32 C -4.53307 2.01519 -1.08801  C31 1.535, O33 1.412, H40 1.091, H41 1.103
33 O -4.55333 2.68539 0.15436  C32 1.412, C34 1.412
34 C -4.37764 1.77927 1.22250  O33 1.412, C35 1.534, H38 1.091, H39 1.103
35 C -3.06932 0.99162 1.07419  N30 1.450, C34 1.534, H36 1.092, H37 1.095
36 H -2.97345 0.27723 1.89389  C35 1.092
37 H -2.22127 1.68264 1.11407  C35 1.095
38 H -4.36857 2.38239 2.13166  C34 1.091
39 H -5.23177 1.08225 1.26150  C34 1.103
40 H -4.63376 2.78901 -1.85059  C32 1.091
41 H -5.39896 1.33541 -1.15399  C32 1.103
42 H -3.25585 0.69090 -2.22804  C31 1.090
43 H -2.38627 1.92315 -1.29412  C31 1.094
44 H -3.63691 -1.44911 0.70005  C29 1.092
45 H -4.74989 -0.88475 -0.56250  C29 1.102
46 H -3.24476 -2.92841 -1.12675  C28 1.092
47 H -3.24833 -1.61056 -2.32290  C28 1.093
48 H 0.55830 -0.09300 2.53564  C5 1.091
49 H 1.56367 -1.55584 2.34277  C5 1.101

## Properties
SMILES	CCN(CC(=O)NCCN1CCOCC1)S(=O)(=O)c1ccc(F)cc1
multiplicity	1
molecular weight	373.4	g/mol
orbital gap	8.697	eV
ΔE to the lowest compared entry with this formula, charge and spin	0.0	kcal/mol
electronic energy	-43194.069	eV
E_HOMO	-8.13	eV


Record 2
Density functional theory data (wB97M-V/def2-TZVPD) for 5 unconnected molecules or ions with the total composition C5H19O5.

Last columns: bonded neighbours and bond lengths (Å).
Geometry (Å):
1 C 10.05971 -0.66796 -16.96770  O2 1.333, H3 1.133, H4 1.131, H5 1.128
2 O 11.11352 -0.88818 -17.75311  C1 1.333
3 H 9.16982 -1.31653 -17.23612  C1 1.133
4 H 10.23993 -0.85697 -15.86698  C1 1.131
5 H 9.63264 0.37548 -16.99415  C1 1.128
6 C 10.12119 0.79838 -13.33436  O7 1.433, H8 1.090, H9 1.098, H10 1.085
7 O 10.04485 2.16978 -12.92719  C6 1.433, H11 0.959
8 H 10.98400 0.58767 -13.96604  C6 1.090
9 H 10.16086 0.12407 -12.46856  C6 1.098
10 H 9.22546 0.55825 -13.89842  C6 1.085
11 H 10.88174 2.39568 -12.51694  O7 0.959
12 C 6.14299 -1.90460 -16.21678  O13 1.419, H14 1.097, H15 1.093, H16 1.090
13 O 4.98903 -1.39720 -15.56547  C12 1.419, H17 0.959
14 H 6.18148 -3.00125 -16.21749  C12 1.097
15 H 6.28098 -1.55538 -17.24290  C12 1.093
16 H 7.03249 -1.58383 -15.67419  C12 1.090
17 H 4.23373 -1.50559 -16.14680  O13 0.959
18 C 10.02524 2.48542 -18.78823  O19 1.422, H20 1.095, H21 1.099, H22 1.089
19 O 11.22796 3.03604 -18.26526  C18 1.422, H23 0.960
20 H 9.24023 2.40384 -18.02938  C18 1.095
21 H 9.64180 3.09686 -19.61682  C18 1.099
22 H 10.20725 1.46478 -19.12314  C18 1.089
23 H 11.00001 3.77660 -17.69891  O19 0.960
24 C 13.28844 -1.34821 -15.22067  O25 1.412, H26 1.105, H27 1.089, H28 1.090
25 O 14.05208 -0.43808 -15.98303  C24 1.412, H29 0.958
26 H 13.74180 -1.47284 -14.22073  C24 1.105
27 H 12.27935 -0.96777 -15.06844  C24 1.089
28 H 13.21686 -2.33386 -15.68032  C24 1.090
29 H 14.40610 -0.90672 -16.74007  O25 0.958

## Properties
multiplicity	1
charge	-1
molecular weight	159.2	g/mol
orbital gap	5.240	eV
ΔE to the lowest compared entry with this formula, charge and spin	24.6	kcal/mol
electronic energy	-15727.671	eV
E_HOMO	-2.21	eV


Which value of molecular weight does entry 2 give? 159.2 g/mol


Which value of orbital gap does entry 1 give? 8.697 eV